Record 1
Computed, not measured: an isolated molecule of CHF2NS, with the ωB97M-V functional and the def2-TZVPD basis.

Summary:
highest occupied orbital energy: -0.357 Eh
SMILES string: FN(F)C=S
total energy: -691.1817 a.u.
LUMO level: -1.04 eV
multiplicity: 1

Geometry as XYZ:
```
6
Properties=species:S:1:pos:R:3:forces:R:3
C -0.457 -0.612 -0.256 -1.759 1.419 1.836
N -1.646 0.366 -0.311 -0.034 -1.141 -2.292
F -1.623 1.494 0.436 0.565 -0.296 0.552
F -2.995 -0.115 -0.156 2.575 -0.030 0.475
S -0.635 -2.143 0.150 0.081 0.235 -0.548
H 0.519 -0.083 -0.443 -1.428 -0.186 -0.023
```
Positions in Å, forces in eV/Å.

***

Record 2
Computed, not measured: C19H23BNO5PtS as an isolated structure, with the ωB97M-V functional and the def2-TZVPD basis.

Summary:
highest occupied orbital energy (spin up / spin down): -0.136 / -0.163 Eh
charge: -1
total energy: -1711.2739 a.u.
<S²>: 2.0080
LUMO level (spin up / spin down): 2.70 / 2.44 eV
multiplicity: 3

Geometry as XYZ:
```
51
Properties=species:S:1:pos:R:3:forces:R:3
Pt -0.390 -0.029 -0.352 -0.147 -0.331 0.147
O 0.779 0.936 2.724 0.116 -0.030 0.111
C 1.933 0.155 2.914 -0.122 0.204 -0.078
C 2.819 0.076 1.697 0.170 -0.099 0.212
C 4.202 0.015 1.842 0.035 0.030 -0.011
C 4.985 -0.107 0.710 0.029 0.021 -0.020
C 4.363 -0.158 -0.528 -0.063 0.001 -0.067
C 2.979 -0.096 -0.581 -0.044 0.030 0.170
N 2.223 0.015 0.519 0.226 0.042 -0.445
H 0.395 0.723 1.849 0.024 -0.038 0.062
H 1.688 -0.870 3.219 -0.113 -0.057 -0.006
H 2.505 0.607 3.725 -0.041 0.024 0.099
H 4.645 0.076 2.829 -0.008 -0.010 -0.021
H 6.065 -0.150 0.791 -0.008 -0.001 -0.014
H 4.930 -0.238 -1.446 0.012 -0.026 0.020
H 2.442 -0.145 -1.523 -0.038 -0.003 0.027
O -0.260 -0.530 -4.342 0.111 0.017 -0.213
C -0.404 -0.985 -3.220 -0.026 0.073 0.380
O 0.351 -0.644 -2.215 0.015 0.064 -0.403
C -1.466 -2.060 -3.006 0.050 -0.019 0.006
C -2.058 -2.545 -4.177 0.004 0.020 0.052
C -2.996 -3.561 -4.170 0.022 0.027 0.038
C -3.370 -4.119 -2.951 0.040 0.047 0.019
C -2.806 -3.649 -1.782 -0.016 0.011 -0.008
C -1.850 -2.618 -1.775 -0.004 0.012 0.141
S -1.256 -2.172 -0.168 -0.216 -0.077 -0.100
H -1.743 -2.084 -5.103 0.005 -0.006 -0.003
H -3.432 -3.911 -5.098 0.001 0.002 0.006
H -4.110 -4.911 -2.910 0.013 0.001 -0.003
H -3.109 -4.065 -0.829 0.014 -0.001 -0.013
C -3.699 3.571 0.061 -0.114 0.016 -0.093
C -2.508 3.440 0.997 0.159 -0.183 0.096
C -2.880 3.893 2.395 -0.087 0.082 0.098
O -2.160 2.040 1.051 0.107 0.139 -0.132
B -1.127 1.813 0.142 -0.038 0.154 -0.087
O -0.653 3.027 -0.366 -0.158 -0.031 0.211
C -1.212 4.089 0.435 -0.037 -0.163 -0.177
C -0.194 4.424 1.518 0.089 0.012 0.068
C -1.446 5.290 -0.459 -0.015 0.174 -0.031
H -4.501 2.931 0.429 0.017 0.008 -0.008
H -3.443 3.245 -0.948 0.018 -0.003 0.039
H -4.066 4.600 0.016 0.003 -0.014 0.011
H -3.805 3.404 2.704 0.030 -0.005 -0.013
H -3.040 4.975 2.425 0.002 -0.024 -0.010
H -2.102 3.632 3.111 -0.015 -0.004 -0.024
H 0.004 3.560 2.155 -0.017 -0.008 -0.029
H -0.524 5.258 2.143 -0.003 -0.013 -0.036
H 0.743 4.703 1.033 -0.008 -0.009 0.009
H -2.043 5.027 -1.331 0.029 -0.008 0.031
H -0.486 5.675 -0.807 -0.018 -0.018 -0.001
H -1.955 6.090 0.088 0.016 -0.030 -0.008
```
Positions in Å, forces in eV/Å.

***

Record 3
Computed, not measured: an isolated molecule of C4H6N2O, with the ωB97M-V functional and the def2-TZVPD basis.

Summary:
highest occupied orbital energy: -0.313 Eh
SMILES string: [H]/N=C/C(N)=C=CO
total energy: -340.6845 a.u.
LUMO level: 0.64 eV
multiplicity: 1

Geometry as XYZ:
```
13
Properties=species:S:1:pos:R:3:forces:R:3
N 1.916 -0.614 0.548 -0.035 -0.033 0.189
C 0.722 -0.005 0.106 -0.267 -0.070 -0.086
C 0.917 1.350 -0.479 -0.198 0.119 -0.035
N -0.056 2.118 -0.752 0.411 -0.111 0.018
C -1.620 -1.153 -0.080 0.349 0.022 -0.194
O -2.661 -1.065 0.806 -0.136 -0.032 -0.038
C -0.460 -0.582 0.102 0.005 -0.017 0.016
H 2.490 -0.005 1.120 -0.055 -0.046 -0.080
H 1.747 -1.486 1.032 0.025 0.094 -0.061
H 1.972 1.615 -0.649 -0.149 0.004 0.002
H 0.289 2.988 -1.158 -0.049 -0.073 0.040
H -3.453 -1.394 0.367 0.089 0.023 0.140
H -1.802 -1.766 -0.964 0.009 0.119 0.089
```
Positions in Å, forces in eV/Å.

***

Record 4
Computed, not measured: an isolated molecule of C14H22FNO3S, with the ωB97M-V functional and the def2-TZVPD basis.

Summary:
highest occupied orbital energy: -0.357 Eh
SMILES string: COCCCCCCCN(c1ccccc1)S(=O)(=O)F
total energy: -1325.1530 a.u.
LUMO level: 0.71 eV
multiplicity: 1

Geometry as XYZ:
```
42
Properties=species:S:1:pos:R:3:forces:R:3
C 2.238 -2.836 -0.062 0.029 -0.128 0.002
O 3.307 -1.930 -0.209 0.138 0.113 0.053
C 2.920 -0.563 -0.164 -0.213 -0.183 -0.020
C 2.867 -0.060 1.272 0.127 -0.095 0.035
C 2.788 1.462 1.416 -0.131 0.044 -0.258
C 1.695 2.211 0.615 0.194 0.205 0.435
C 0.494 2.620 1.472 -0.357 -0.361 -0.462
C -0.441 1.444 1.801 -0.093 0.180 0.268
C -1.413 1.203 0.648 0.501 -0.076 -0.088
N -1.758 -0.241 0.449 -1.014 0.818 -0.308
C -1.985 -0.533 -0.966 0.308 -0.383 0.364
C -2.945 0.137 -1.710 -0.006 0.097 0.102
C -3.084 -0.146 -3.058 -0.059 0.110 0.175
C -2.258 -1.087 -3.658 -0.072 -0.013 -0.198
C -1.301 -1.748 -2.911 0.157 -0.033 0.078
C -1.161 -1.469 -1.557 0.010 -0.086 -0.096
S -2.939 -0.770 1.496 0.727 -0.267 0.311
O -2.573 -2.036 2.019 -0.128 0.057 -0.137
O -3.339 0.294 2.350 0.030 -0.081 -0.104
F -4.144 -1.052 0.539 -0.146 0.042 -0.051
H 1.817 -3.098 -1.040 -0.099 0.072 0.016
H 2.619 -3.750 0.394 0.045 0.043 -0.026
H 1.448 -2.446 0.587 -0.022 0.023 -0.018
H 1.945 -0.456 -0.658 0.049 0.102 -0.057
H 3.656 -0.004 -0.746 0.016 -0.019 0.027
H 3.796 -0.397 1.740 -0.066 -0.002 0.071
H 2.056 -0.570 1.798 -0.051 0.085 0.011
H 2.660 1.719 2.470 0.107 -0.059 0.037
H 3.761 1.863 1.120 0.000 -0.005 0.007
H 1.358 1.635 -0.249 0.016 -0.015 -0.031
H 2.145 3.127 0.227 -0.044 -0.041 -0.124
H 0.831 3.114 2.384 0.044 0.012 0.000
H -0.103 3.343 0.903 0.081 0.175 0.179
H -1.005 1.666 2.709 -0.005 -0.099 -0.012
H 0.130 0.534 1.997 0.018 0.002 -0.043
H -2.303 1.823 0.759 -0.059 -0.036 0.008
H -0.934 1.496 -0.288 0.010 -0.094 0.029
H -3.578 0.871 -1.225 -0.037 -0.022 -0.078
H -3.848 0.373 -3.622 0.056 -0.037 -0.102
H -2.362 -1.300 -4.713 -0.012 -0.013 -0.002
H -0.645 -2.476 -3.370 -0.049 0.005 -0.041
H -0.413 -1.968 -0.959 -0.001 -0.037 0.053
```
Positions in Å, forces in eV/Å.

***

> What is the multiplicity in the second record?

3